# 1
{"formula": "C14H19ClN2Ni", "method": "ωB97M-V/def2-TZVPD", "homo_energy_ev": [-6.3, -7.8], "gap_ev": [5.981, 7.487], "s2": 2.04, "multiplicity": 3, "lumo_ha": [-0.012, -0.013], "largest_force_ev_per_a": 7.21, "molar_mass_g_mol": 309.47, "symbols": ["Ni", "Cl", "N", "N", "C", "C", "C", "C", "C", "C", "C", "C", "C", "C", "C", "C", "C", "C", "H", "H", "H", "H", "H", "H", "H", "H", "H", "H", "H", "H", "H", "H", "H", "H", "H", "H", "H"], "xyz": [[-1.622, 0.329, 0.523], [0.153, -0.810, 3.208], [-0.128, -1.475, 0.027], [0.609, 1.134, -0.655], [0.786, 2.381, -1.025], [-0.390, -2.692, 0.532], [2.505, 0.426, -1.889], [1.831, 2.762, -1.872], [1.384, 0.120, -1.073], [0.456, -3.786, 0.353], [-2.015, 0.693, -1.133], [-1.731, 2.215, 1.278], [1.056, -1.265, -0.619], [-2.512, -0.549, 1.807], [1.952, -2.328, -0.817], [1.650, -3.602, -0.342], [2.703, 1.746, -2.301], [0.000, 0.471, 2.048], [-2.497, 2.743, 0.671], [-2.069, -0.306, -1.526], [2.339, -4.428, -0.510], [-1.438, 1.444, -1.723], [-0.124, 1.417, 2.597], [-0.819, 2.824, 1.253], [-3.417, 0.092, 1.605], [-2.153, -0.656, 2.823], [1.928, 3.811, -2.162], [-1.305, -2.788, 1.114], [2.887, -2.122, -1.341], [-3.072, 1.004, -0.867], [0.157, -4.748, 0.770], [3.531, 1.989, -2.961], [-2.696, -1.464, 1.267], [3.174, -0.380, -2.176], [-2.074, 2.190, 2.332], [0.059, 3.125, -0.641], [0.902, 0.484, 1.427]], "forces_ev_per_a": [[6.24, 2.19, 2.88], [0.40, -0.73, 0.67], [0.64, -0.05, -0.37], [-0.28, -1.45, 0.13], [0.49, 0.72, -0.38], [0.49, 0.37, -0.47], [-0.79, -0.15, 0.42], [-0.07, -0.55, 0.12], [0.69, 1.51, -0.50], [0.02, 0.15, 0.00], [-2.74, 2.05, -2.51], [-1.08, 0.44, -0.58], [-0.74, -0.88, 0.59], [-3.34, -0.88, 1.21], [-0.04, 0.47, -0.05], [-0.31, 0.18, 0.04], [-0.27, 0.18, 0.22], [0.40, 1.22, -0.17], [0.30, -0.28, 0.29], [0.23, -0.45, -0.88], [-0.16, 0.19, 0.07], [-0.94, -0.81, 0.34], [0.25, -0.70, -0.18], [-0.04, -0.47, -0.16], [0.31, -0.55, 0.96], [-0.57, 0.09, -0.11], [0.15, -0.45, -0.01], [0.20, 0.03, -0.24], [-0.29, -0.32, 0.26], [0.74, 0.10, -1.10], [0.22, 0.22, -0.15], [-0.08, -0.07, 0.14], [-0.18, -0.89, 0.25], [-0.03, 0.39, -0.22], [0.12, -0.29, -0.66], [0.51, -0.56, -0.27], [-0.44, 0.01, 0.42]]}

---

# 2
{"formula": "C4H6O", "method": "ωB97M-V/def2-TZVPD", "homo_energy_ev": -8.9, "gap_ev": 9.924, "smiles": "C1=COCC1", "lumo_ha": 0.039, "largest_force_ev_per_a": 3.68, "molar_mass_g_mol": 70.09, "symbols": ["O", "C", "C", "C", "C", "H", "H", "H", "H", "H", "H"], "xyz": [[0.044, 1.503, -0.199], [-0.248, -0.676, -0.977], [-0.371, 0.623, -1.180], [0.077, 0.664, 0.942], [0.400, -0.873, 0.422], [-0.399, -1.490, -1.701], [-0.142, -1.524, 1.163], [-1.054, 0.471, 1.510], [1.440, -1.097, 0.339], [0.885, 1.150, 1.706], [-0.632, 1.250, -2.025]], "forces_ev_per_a": [[-0.78, -1.60, 0.78], [0.49, -0.87, 0.85], [0.25, 1.53, -1.16], [0.37, -1.33, 3.31], [-2.31, 2.40, 0.63], [-0.07, 0.73, 0.40], [0.73, 0.30, -1.10], [3.02, 1.25, -1.68], [0.75, -0.26, 0.09], [-2.17, -1.38, -1.70], [-0.28, -0.77, -0.42]]}

---

# 3
{"formula": "C13H52N10O13", "method": "ωB97M-V/def2-TZVPD", "homo_energy_ev": -9.1, "gap_ev": 9.347, "lumo_ha": 0.007, "largest_force_ev_per_a": 2.61, "molar_mass_g_mol": 556.62, "symbols": ["O", "O", "O", "O", "O", "O", "O", "O", "O", "O", "O", "O", "O", "N", "N", "N", "N", "N", "N", "N", "N", "N", "N", "C", "C", "C", "C", "C", "C", "C", "C", "C", "C", "C", "C", "C", "H", "H", "H", "H", "H", "H", "H", "H", "H", "H", "H", "H", "H", "H", "H", "H", "H", "H", "H", "H", "H", "H", "H", "H", "H", "H", "H", "H", "H", "H", "H", "H", "H", "H", "H", "H", "H", "H", "H", "H", "H", "H", "H", "H", "H", "H", "H", "H", "H", "H", "H", "H"], "xyz": [[8.409, 10.672, -23.163], [2.696, 4.856, -21.222], [4.985, 11.319, -22.557], [4.723, 6.778, -21.680], [2.600, 7.685, -15.455], [6.833, 11.044, -18.291], [1.218, 5.663, -23.832], [3.904, 8.704, -25.151], [5.381, 6.238, -24.512], [0.987, 8.318, -20.212], [7.418, 5.685, -22.125], [2.324, 10.658, -21.243], [5.342, 6.602, -16.772], [8.014, 8.794, -21.964], [4.072, 13.380, -22.979], [7.139, 8.999, -24.071], [1.028, 5.357, -19.749], [0.725, 7.810, -16.718], [2.561, 6.647, -17.464], [2.011, 3.272, -19.745], [2.643, 10.468, -24.379], [6.311, 13.036, -23.255], [2.041, 9.317, -26.269], [5.133, 12.508, -22.869], [7.519, 4.744, -21.048], [4.476, 8.112, -21.229], [-0.302, 8.912, -20.421], [2.459, 11.124, -19.923], [1.999, 4.538, -20.244], [6.024, 6.958, -17.984], [7.820, 9.586, -23.040], [2.941, 9.459, -25.262], [2.010, 7.411, -16.511], [1.018, 7.061, -23.584], [6.241, 11.530, -19.508], [5.052, 4.862, -24.258], [3.153, 13.223, -22.616], [5.369, 12.144, -19.322], [3.346, 10.836, -19.354], [1.150, 9.774, -26.201], [-0.148, 9.991, -20.362], [2.002, 7.435, -23.280], [0.631, 5.029, -18.888], [1.655, 5.316, -23.050], [1.478, 3.113, -18.914], [3.934, 8.081, -20.285], [5.500, 6.516, -18.838], [4.317, 4.475, -24.964], [7.183, 9.496, -24.942], [2.113, 8.511, -26.863], [0.329, 7.791, -17.642], [5.955, 10.654, -20.104], [6.433, 8.291, -23.955], [0.252, 8.355, -16.024], [1.579, 8.810, -20.803], [4.625, 4.727, -23.259], [3.912, 6.253, -21.673], [0.372, 7.154, -22.703], [3.103, 10.989, -21.718], [7.717, 10.745, -18.512], [7.058, 11.918, -20.122], [8.729, 8.965, -21.287], [6.410, 14.011, -23.479], [1.658, 10.756, -19.271], [3.925, 8.635, -22.017], [3.512, 6.300, -17.441], [-0.965, 8.675, -19.585], [7.389, 3.715, -21.385], [7.594, 7.881, -22.061], [6.998, 6.472, -17.941], [4.317, 14.323, -23.218], [8.448, 4.929, -20.520], [6.487, 5.775, -22.371], [6.070, 8.045, -18.049], [4.780, 7.319, -16.448], [-0.792, 8.571, -21.333], [6.655, 4.966, -20.416], [1.690, 10.622, -24.105], [2.300, 12.204, -19.811], [2.139, 6.654, -18.382], [0.584, 7.535, -24.456], [2.626, 2.590, -20.145], [5.403, 8.683, -21.217], [4.695, 6.778, -24.100], [6.034, 4.392, -24.258], [0.603, 6.094, -20.282], [7.226, 12.614, -23.148], [3.373, 10.867, -23.812]], "forces_ev_per_a": [[-0.66, -0.06, 0.06], [-0.31, -0.08, 0.55], [-0.42, 0.65, 0.29], [0.60, 0.12, 0.04], [-0.36, -0.18, -0.82], [-0.55, 0.42, 0.24], [-0.47, 0.25, -0.50], [-0.18, 0.87, -0.19], [-0.47, -0.34, 0.24], [-0.65, -0.24, -0.28], [0.58, -0.29, -0.09], [0.19, 0.18, 0.14], [0.02, -0.27, -0.01], [-1.41, -0.63, 0.09], [0.71, 0.44, -0.20], [0.06, 0.58, 0.25], [0.44, -0.86, 0.85], [-0.61, -0.11, -0.73], [-0.29, -0.57, -1.87], [0.02, 0.94, 0.31], [-0.08, 0.30, -0.18], [0.97, 0.79, -0.04], [-0.47, 0.07, -0.29], [-0.31, -0.77, -0.27], [-1.40, 0.99, -0.44], [-0.40, -0.30, -1.24], [0.46, 0.30, 0.80], [-0.93, 0.61, 1.77], [-0.30, -0.13, -2.28], [-0.58, -0.31, 0.60], [1.66, 0.46, -0.88], [0.53, -1.09, 0.65], [1.04, 0.51, 2.34], [0.72, -1.29, 1.12], [1.28, -1.94, -0.51], [0.52, 0.88, 0.45], [0.03, -0.37, 0.14], [0.29, 0.38, 0.13], [0.39, -0.08, -0.67], [0.03, 0.12, -0.22], [-0.45, 0.09, -0.52], [-0.19, 0.78, -0.41], [-0.63, 0.40, -0.04], [0.20, -0.20, 0.17], [0.07, -0.63, 0.09], [0.12, 0.41, 0.16], [-0.04, 0.31, -0.14], [0.29, -0.14, -0.27], [-0.38, 0.08, 0.07], [0.05, -0.13, 0.16], [0.04, 0.02, 0.00], [-0.54, 0.15, 0.07], [0.08, -0.16, -0.07], [0.28, 0.13, 0.16], [0.23, -0.05, 0.10], [0.01, 0.04, 0.05], [-0.18, 0.04, 0.31], [-0.26, 0.36, -0.22], [0.27, -0.44, -0.14], [0.04, -0.04, 0.04], [-0.50, 1.00, -0.02], [0.04, 0.22, -0.06], [-0.45, 0.09, 0.04], [-0.15, -0.46, -0.54], [-0.47, 0.06, 0.28], [-0.03, 0.33, 0.64], [0.15, -0.28, 0.04], [0.45, -0.10, -0.09], [0.56, -0.40, 0.56], [0.16, 0.37, -0.02], [-0.35, 0.17, 0.05], [0.09, -0.22, -0.01], [0.00, 0.10, 0.08], [0.36, -0.05, -0.37], [0.21, 0.10, 0.07], [0.14, 0.21, -0.18], [0.25, -0.24, 0.57], [-0.03, 0.18, -0.09], [0.46, 0.11, -0.45], [0.01, -0.04, 0.13], [0.16, 0.04, -0.04], [0.18, 0.03, 0.22], [0.24, -0.37, 0.58], [-0.01, 0.13, -0.27], [-0.31, -0.64, -0.34], [0.41, 0.27, 0.00], [-0.48, -1.08, 0.09], [0.23, -0.48, 0.20]]}

---

# 4
{"formula": "C7H28FN14O7", "method": "ωB97M-V/def2-TZVPD", "homo_energy_ev": -7.1, "gap_ev": 9.604, "lumo_ha": 0.092, "largest_force_ev_per_a": 2.61, "molar_mass_g_mol": 439.39, "total_charge": -1, "symbols": ["F", "O", "O", "O", "O", "O", "O", "O", "N", "N", "N", "N", "N", "N", "N", "N", "N", "N", "N", "N", "N", "N", "C", "C", "C", "C", "C", "C", "C", "H", "H", "H", "H", "H", "H", "H", "H", "H", "H", "H", "H", "H", "H", "H", "H", "H", "H", "H", "H", "H", "H", "H", "H", "H", "H", "H", "H"], "xyz": [[-0.668, -0.218, 0.061], [1.224, 2.854, -2.151], [-4.419, -2.877, -0.674], [5.208, -0.495, -0.226], [-1.370, 3.309, 1.169], [0.152, 0.742, 4.911], [-0.110, -0.853, -4.888], [1.345, -4.526, 1.685], [-1.252, -1.600, -3.073], [-3.394, -0.805, -0.505], [3.110, 3.283, -0.988], [0.239, -2.615, 2.246], [-2.336, -2.666, 0.186], [-2.555, 4.486, -0.368], [1.376, 2.193, 0.032], [-2.579, 2.170, -0.386], [0.358, 0.023, -2.824], [-1.481, 0.415, 3.334], [0.894, -2.944, 0.090], [0.643, 1.005, 2.704], [3.762, -2.123, 0.477], [3.047, -0.442, -0.913], [-0.212, 0.722, 3.745], [-3.444, -2.165, -0.436], [0.910, -3.422, 1.385], [1.845, 2.757, -1.092], [4.088, -0.997, -0.206], [-2.068, 3.324, 0.161], [-0.261, -0.867, -3.668], [0.387, 0.888, 1.744], [-0.036, -0.108, -1.893], [-4.179, -0.205, -0.653], [4.486, -2.563, 1.012], [1.381, 1.611, 3.013], [0.491, -2.021, -0.056], [-0.171, -1.785, 1.851], [-2.460, -0.429, -0.340], [3.425, 3.863, -1.742], [-2.198, 0.291, 4.023], [0.773, 0.899, -3.088], [-2.208, 5.347, 0.007], [-2.974, 4.452, -1.278], [0.465, 1.760, 0.018], [1.962, 1.965, 0.811], [-2.289, -3.634, 0.437], [2.811, -2.462, 0.486], [0.010, -2.871, 3.187], [-2.032, 1.339, -0.204], [2.118, -0.803, -0.832], [-1.861, -2.116, -3.677], [-3.034, 2.328, -1.268], [-1.596, 0.048, 2.404], [3.534, 3.446, -0.092], [-1.669, -2.018, 0.564], [-1.320, -1.642, -2.071], [0.805, -3.587, -0.676], [3.329, 0.339, -1.475]], "forces_ev_per_a": [[-0.03, -0.14, 0.25], [-0.05, -0.31, 0.34], [0.42, 0.52, -0.59], [-0.08, -0.25, 0.10], [0.08, 0.11, -0.65], [-0.32, 0.44, -0.09], [0.16, -0.48, 0.40], [0.24, 0.48, -0.12], [0.60, -0.30, 0.20], [0.95, -0.05, -0.32], [0.39, -0.06, 0.12], [0.06, 0.76, -0.29], [0.62, -0.06, -0.40], [-0.16, -0.26, -0.29], [-0.51, -0.27, 0.16], [0.03, 0.96, -0.10], [-0.59, -1.89, 1.12], [0.09, -0.29, -0.05], [0.40, 0.90, -0.13], [0.25, -0.26, 1.11], [0.16, 0.01, 0.17], [1.07, -0.31, 0.59], [0.10, -0.19, -0.32], [-1.67, -0.51, 1.61], [-1.33, -1.53, 0.14], [0.18, 0.74, -0.59], [-0.19, 0.43, -0.37], [-0.13, -0.37, 1.66], [-0.44, 2.04, -1.56], [-0.36, 0.19, -0.12], [0.54, 1.10, 0.17], [-0.21, -0.26, -0.21], [-0.08, -0.02, 0.07], [0.26, -0.17, -0.40], [-0.29, -0.15, -0.09], [0.04, 0.20, 0.37], [-0.36, 0.21, 0.00], [-0.12, -0.05, -0.11], [0.10, -0.31, 0.05], [-0.06, 0.00, -0.21], [0.09, 0.03, -0.11], [0.06, 0.40, -0.06], [-0.02, -0.01, -0.22], [0.26, 0.05, -0.12], [-0.14, -0.05, -0.11], [0.38, -0.13, -0.11], [0.34, -0.15, 0.07], [0.15, 0.00, -0.26], [-0.20, 0.27, -0.41], [0.05, -0.23, 0.14], [0.16, -0.75, -0.23], [-0.33, 0.35, -0.12], [-0.03, -0.07, 0.03], [0.13, -0.05, -0.08], [-0.34, -0.13, -0.03], [0.23, -0.21, 0.13], [-0.54, 0.10, -0.15]]}